1.
C6H13NO | ωB97M-V with the def2-TZVPD basis set

Last column: Mulliken charge in e.
CARTESIAN COORDINATES (ANGSTROEM)
C: -0.9427 -0.5958 -1.7106  -0.86
C: 1.4849 -0.2565 -1.5668  -0.89
C: 1.3581 -0.4927 1.4834  -1.48
N: 0.1859 -0.1244 -0.8949  -0.01
C: 0.0631 -0.6306 0.7255  0.80
O: -0.7448 -1.5044 0.9243  -0.60
H: -0.8879 -1.6757 -1.8481  0.33
H: 2.2684 0.1941 -0.9613  0.30
H: 1.7260 -1.3078 -1.7440  0.32
H: -0.9247 -0.0824 -2.6723  0.38
H: -1.8741 -0.3538 -1.2032  0.25
H: 1.4511 0.2675 -2.5228  0.36
H: 2.0317 -1.3066 1.1945  0.37
H: 1.1289 -0.5912 2.5424  0.38
H: 1.8502 0.4628 1.3163  0.37
C: -0.7364 1.3361 1.0966  -0.49
C: -2.0015 1.2320 1.5027  -0.67
H: -2.5604 0.3096 1.3404  0.21
H: -0.1916 2.2420 1.3864  0.27
H: -0.1401 0.8403 -0.3853  0.38
H: -2.5442 2.0377 1.9969  0.28

Cartesian forces, eV/Å:
0.084 -0.053 0.290
-0.148 0.188 0.133
0.227 0.002 -0.390
-0.340 0.884 0.839
-0.704 0.678 0.160
0.099 0.229 -0.313
0.004 0.038 -0.019
-0.034 -0.040 0.020
-0.090 0.056 0.043
0.061 -0.071 -0.010
0.062 -0.031 0.073
0.012 -0.056 -0.017
-0.017 0.013 0.056
-0.083 0.009 -0.071
-0.029 -0.006 -0.023
-0.135 -0.941 0.403
0.189 0.177 -0.223
0.047 -0.010 0.022
-0.005 0.017 -0.150
0.764 -1.001 -0.859
0.035 -0.082 0.037

Summary:
Kohn-Sham gap (eV): 8.5
Energy relative to the best compared isomer or geometry (same formula, charge and spin) (kJ/mol): 447.3
Max |F| (eV Å⁻¹): 1.5
DFT total energy (a.u.): -366.26355
Total charge: 0
Molar mass (g/mol): 115.18
LUMO level (eV): 0.73

***

2.
CHF3N3 | ωB97M-V with the def2-TZVPD basis set

Last column: Mulliken charge in e.
CARTESIAN COORDINATES (ANGSTROEM)
C: -1.0964 0.4464 -0.9793  0.75
N: -1.3127 -0.7382 -0.9430  -0.12
N: 0.2211 -0.1004 -0.6537  -0.38
N: 0.8103 -0.2882 0.5135  0.60
F: -1.5207 1.6118 -1.0837  -0.09
F: 1.5745 0.7749 0.9085  -0.03
F: -0.1098 -0.4788 1.7037  -0.16
H: 1.4336 -1.2275 0.5340  0.44

Cartesian forces, eV/Å:
2.574 2.291 1.929
0.306 -2.922 0.226
-1.616 0.528 -2.837
-0.267 -1.899 3.619
-0.355 0.386 -0.328
-0.623 -0.905 -0.801
1.339 0.240 -1.908
-1.359 2.281 0.100

Summary:
Kohn-Sham gap (eV): 10.5
Energy relative to the best compared isomer or geometry (same formula, charge and spin) (kJ/mol): 314.7
Max |F| (eV Å⁻¹): 4.1
DFT total energy (a.u.): -501.93078
Total charge: +1
Molar mass (g/mol): 112.03
SMILES string: FC1=NN1[NH+](F)F
LUMO level (eV): -7.16

***

3.
C4H7ClOS | ωB97M-V with the def2-TZVPD basis set

Last column: Mulliken charge in e.
CARTESIAN COORDINATES (ANGSTROEM)
C: -1.4163 0.1161 -0.0839  -0.46
C: -0.1796 -0.1669 0.8004  -0.33
C: 1.1106 0.5887 0.3456  0.03
C: 1.0326 -0.8741 0.5825  -0.25
H: -0.2026 -0.7230 -1.5945  0.30
H: -1.6041 1.1817 0.2894  0.30
H: -2.2179 -0.6754 0.2355  0.27
H: -0.2988 0.0006 1.8669  0.42
H: 1.6127 1.4165 1.0966  0.25
H: -0.0634 1.3583 -1.6730  0.26
H: 1.3908 -1.2859 1.5428  0.33
O: -1.2179 0.0360 -1.5851  -0.62
S: 1.2331 1.3111 -1.2009  -0.27
Cl: 0.8208 -2.2837 -0.6223  -0.22

Cartesian forces, eV/Å:
-0.390 -1.107 0.161
-0.599 2.933 -0.222
0.242 1.771 2.616
0.583 -3.148 0.722
-4.418 2.956 -0.370
-0.676 -1.374 -1.201
1.047 1.843 -0.719
-0.895 -0.012 -0.119
-0.963 -3.039 -1.387
0.773 -0.092 0.562
0.444 0.071 -1.008
3.316 -3.472 2.981
0.652 1.325 -2.387
0.883 1.346 0.371

Summary:
Kohn-Sham gap (eV): 9.3
Energy relative to the best compared isomer or geometry (same formula, charge and spin) (kJ/mol): 411.2
Max |F| (eV Å⁻¹): 5.7
DFT total energy (a.u.): -1090.06932
Total charge: 0
Molar mass (g/mol): 138.62
LUMO level (eV): 0.40

***

Repeat the second record exactly.
CHF3N3 | ωB97M-V with the def2-TZVPD basis set

Last column: Mulliken charge in e.
CARTESIAN COORDINATES (ANGSTROEM)
C: -1.0964 0.4464 -0.9793  0.75
N: -1.3127 -0.7382 -0.9430  -0.12
N: 0.2211 -0.1004 -0.6537  -0.38
N: 0.8103 -0.2882 0.5135  0.60
F: -1.5207 1.6118 -1.0837  -0.09
F: 1.5745 0.7749 0.9085  -0.03
F: -0.1098 -0.4788 1.7037  -0.16
H: 1.4336 -1.2275 0.5340  0.44

Cartesian forces, eV/Å:
2.574 2.291 1.929
0.306 -2.922 0.226
-1.616 0.528 -2.837
-0.267 -1.899 3.619
-0.355 0.386 -0.328
-0.623 -0.905 -0.801
1.339 0.240 -1.908
-1.359 2.281 0.100

Summary:
Kohn-Sham gap (eV): 10.5
Energy relative to the best compared isomer or geometry (same formula, charge and spin) (kJ/mol): 314.7
Max |F| (eV Å⁻¹): 4.1
DFT total energy (a.u.): -501.93078
Total charge: +1
Molar mass (g/mol): 112.03
SMILES string: FC1=NN1[NH+](F)F
LUMO level (eV): -7.16

***

The highest LUMO level belongs to which entry? C6H13NO

***

What did the first record say?
C6H13NO | ωB97M-V with the def2-TZVPD basis set

Last column: Mulliken charge in e.
CARTESIAN COORDINATES (ANGSTROEM)
C: -0.9427 -0.5958 -1.7106  -0.86
C: 1.4849 -0.2565 -1.5668  -0.89
C: 1.3581 -0.4927 1.4834  -1.48
N: 0.1859 -0.1244 -0.8949  -0.01
C: 0.0631 -0.6306 0.7255  0.80
O: -0.7448 -1.5044 0.9243  -0.60
H: -0.8879 -1.6757 -1.8481  0.33
H: 2.2684 0.1941 -0.9613  0.30
H: 1.7260 -1.3078 -1.7440  0.32
H: -0.9247 -0.0824 -2.6723  0.38
H: -1.8741 -0.3538 -1.2032  0.25
H: 1.4511 0.2675 -2.5228  0.36
H: 2.0317 -1.3066 1.1945  0.37
H: 1.1289 -0.5912 2.5424  0.38
H: 1.8502 0.4628 1.3163  0.37
C: -0.7364 1.3361 1.0966  -0.49
C: -2.0015 1.2320 1.5027  -0.67
H: -2.5604 0.3096 1.3404  0.21
H: -0.1916 2.2420 1.3864  0.27
H: -0.1401 0.8403 -0.3853  0.38
H: -2.5442 2.0377 1.9969  0.28

Cartesian forces, eV/Å:
0.084 -0.053 0.290
-0.148 0.188 0.133
0.227 0.002 -0.390
-0.340 0.884 0.839
-0.704 0.678 0.160
0.099 0.229 -0.313
0.004 0.038 -0.019
-0.034 -0.040 0.020
-0.090 0.056 0.043
0.061 -0.071 -0.010
0.062 -0.031 0.073
0.012 -0.056 -0.017
-0.017 0.013 0.056
-0.083 0.009 -0.071
-0.029 -0.006 -0.023
-0.135 -0.941 0.403
0.189 0.177 -0.223
0.047 -0.010 0.022
-0.005 0.017 -0.150
0.764 -1.001 -0.859
0.035 -0.082 0.037

Summary:
Kohn-Sham gap (eV): 8.5
Energy relative to the best compared isomer or geometry (same formula, charge and spin) (kJ/mol): 447.3
Max |F| (eV Å⁻¹): 1.5
DFT total energy (a.u.): -366.26355
Total charge: 0
Molar mass (g/mol): 115.18
LUMO level (eV): 0.73

***

Which of these has the highest max |F|? C4H7ClOS